1.
This record from the Open Molecules 2025 dataset describes C24H49AlBrCaCl2F8Li2MgN6O9P2S as an isolated structure. The level of theory is ωB97M-V/def2-TZVPD.

Geometry as XYZ:
```
107
Properties=species:S:1:pos:R:3
C -0.90938 4.26329 1.23089
C -1.62685 4.04863 -0.16161
C -2.21263 2.61639 -0.38575
N -1.24383 1.50755 -0.31754
C 0.04176 1.79099 -0.97205
C 1.06682 0.55589 -0.94914
S 2.01573 0.64387 0.62791
C 2.12727 0.85344 -2.12757
C 3.48814 0.21497 -1.63524
O 3.65175 -0.99011 -1.63469
N 0.42297 -0.76157 -1.21950
C -0.88413 -0.98898 -0.55324
Cl -1.51606 -2.59537 -1.29224
C -0.82472 -1.22178 1.02617
C -2.17536 -1.75511 1.70761
C -2.68439 -0.69991 2.78696
N -1.71712 -0.47192 3.88241
C -1.82563 0.25784 -0.84585
C -2.17999 0.28797 -2.41024
C -3.75279 0.11419 -2.55778
O -4.40888 0.85016 -3.14305
F -4.46715 -0.97232 -1.87810
H 0.17606 4.04390 1.09783
H -1.36352 3.53081 1.94869
H -1.12332 5.30593 1.55696
H -2.46527 4.77394 -0.21870
H -0.97523 4.30669 -1.03174
H -2.94806 2.44384 0.45502
H -2.83507 2.65395 -1.31736
H 0.62408 2.61727 -0.49185
H -0.10985 2.08182 -2.04719
H 1.33811 1.59675 1.36217
H 2.28595 1.95783 -2.20401
H 1.82760 0.40358 -3.10596
H 4.31143 0.87266 -1.24077
H 0.35207 -0.89703 -2.24777
H 1.07340 -1.50356 -0.89166
H 0.03417 -1.89773 1.25961
H -0.60040 -0.22317 1.48136
H -1.98897 -2.76060 2.17248
H -3.05397 -1.89339 1.00335
H -2.89053 0.23565 2.19610
H -3.67896 -1.08051 3.12552
H -1.31664 0.45556 3.71413
H -0.96921 -1.16407 3.77616
H -2.77592 0.08306 -0.25693
H -1.54473 -0.46001 -3.07036
H -1.99153 1.33217 -2.77365
Br -2.13622 -1.69763 -4.38219
O 3.71789 -6.23139 1.19868
P 4.34822 -6.72823 -0.10062
N 5.89353 -6.06204 0.15041
C 6.58013 -5.07100 -0.63684
C 6.64180 -6.44767 1.33646
N 3.32921 -5.73651 -1.10686
C 3.48782 -4.32219 -1.18086
C 1.90626 -6.04468 -0.93431
N 4.95727 -7.45298 -1.57844
C 5.71429 -8.69602 -1.41419
C 4.30213 -7.37753 -2.87796
H 6.37108 -5.17213 -1.70555
H 7.66589 -5.16503 -0.53960
H 6.31083 -4.05606 -0.31562
H 7.51417 -7.04973 1.05824
H 6.03675 -7.05371 2.01186
H 6.98202 -5.57345 1.90184
H 3.52442 -3.83989 -0.19290
H 2.64974 -3.88426 -1.74910
H 4.38892 -4.04963 -1.74034
H 1.49857 -5.59152 -0.02155
H 1.75309 -7.12368 -0.87268
H 1.32894 -5.69179 -1.79539
H 6.67669 -8.60984 -1.92628
H 5.17783 -9.55974 -1.81336
H 5.92372 -8.90253 -0.36263
H 4.25189 -6.34838 -3.23360
H 3.29438 -7.79816 -2.85629
H 4.87295 -7.91657 -3.63779
Cl -2.02370 6.46030 -1.48905
Li -1.65221 7.50680 -3.76657
O 2.42980 -7.73372 -5.87040
P 1.10830 -8.40333 -5.49058
O 0.07760 -8.13858 -6.58360
O 0.62441 -7.82994 -4.15618
O 1.30430 -9.90999 -5.35115
Mg -3.53305 -2.19327 -0.49015
C -4.13256 9.25373 0.73784
C -3.07722 8.51877 1.53653
O -3.26289 8.74773 2.95732
C -4.13990 8.00858 3.55858
O -4.81627 7.14152 3.00729
C -4.19361 8.32581 5.04753
F -4.19555 9.61813 5.27309
F -3.13940 7.80135 5.69988
F -5.30525 7.81200 5.62153
H -4.13735 10.31456 0.99385
H -3.94409 9.14661 -0.32988
H -5.13111 8.86970 0.95405
H -2.09081 8.90462 1.28489
H -3.07188 7.45066 1.31308
Ca -5.64686 5.40422 3.87742
F -7.65464 10.02786 6.26568
Al -7.06840 11.67420 6.15972
F -8.35503 12.77863 6.52212
F -6.48057 11.95748 4.53861
F -5.76286 11.88931 7.28939
Li 2.52936 -2.51324 -3.22312
```

**E**: -230168.1565 eV
**HOMO-LUMO gap**: 1.82 eV
**2S+1**: 1
**Net charge**: +1

=====

2.
This record from the Open Molecules 2025 dataset describes C24H49BeFN4O8S as an isolated structure. The level of theory is ωB97M-V/def2-TZVPD.

Geometry as XYZ:
```
88
Properties=species:S:1:pos:R:3
C 5.90612 -1.52369 0.45344
C 4.86168 -2.62646 0.44426
O 4.86675 -3.41938 -0.71426
C 4.72710 -2.71965 -1.93255
C 3.45272 -1.92062 -2.09514
O 2.35809 -2.73574 -2.48059
C 1.80039 -3.49482 -1.43458
C 0.34522 -3.15688 -1.23152
O 0.26419 -1.97585 -0.40036
C -0.87736 -1.96932 0.40501
C -1.28298 -0.53088 0.71400
O -0.92786 -0.30782 2.09670
C -0.81059 0.98993 2.51654
C 0.32158 1.82628 1.94083
C -0.13666 3.21974 1.48717
C 1.00308 4.24498 1.41527
C 0.98339 5.00531 0.08443
N 1.44114 4.18719 -1.03958
C 2.73172 4.48565 -1.53754
N 3.05131 4.44752 -2.77667
N 3.70122 4.83860 -0.60859
S -0.61754 0.87345 4.29684
O -0.80834 2.21490 4.73876
O 0.52146 0.17114 4.72537
F -2.06890 0.06372 4.46988
C -2.79556 -0.29497 0.44928
C -3.05756 1.15212 0.01980
C -2.87423 1.39026 -1.48470
O -1.74871 2.22398 -1.74522
C -0.94706 1.66220 -2.74858
O -1.20272 1.85859 -3.92933
C 0.18078 0.78855 -2.28413
C 1.36071 0.74911 -3.24473
N -3.66439 -0.63666 1.57729
C -3.82235 -2.06431 1.86391
C -4.54989 -2.79354 0.74161
C -5.98226 -2.29187 0.51283
C -4.55296 -4.28925 1.09534
H 6.80786 -1.87061 -0.03524
H 6.14121 -1.19572 1.45697
H 5.53258 -0.66454 -0.09458
H 3.88461 -2.17458 0.64028
H 5.03466 -3.29564 1.27672
H 4.70324 -3.47656 -2.70615
H 5.59446 -2.10324 -2.15658
H 3.61683 -1.25494 -2.93380
H 3.21132 -1.29369 -1.23815
H 1.89784 -4.56063 -1.61210
H 2.29445 -3.29000 -0.48972
H -0.12614 -2.90195 -2.17463
H -0.11150 -4.01130 -0.74058
H -1.68399 -2.51212 -0.08116
H -0.69278 -2.49099 1.34694
H -0.71496 0.07468 0.01644
H -1.82431 1.51370 2.47570
H 1.09255 1.95619 2.69290
H 0.78762 1.28447 1.12749
H -0.60223 3.17476 0.50812
H -0.90334 3.54841 2.18557
H 1.97212 3.76646 1.49494
H 0.86089 4.96912 2.20725
H -0.03315 5.34071 -0.07724
H 1.58727 5.89538 0.21657
H 0.80322 4.29772 -1.81298
H 2.27612 4.18159 -3.37261
H 3.48657 4.50960 0.31932
H 4.59424 4.44537 -0.86857
H -3.06770 -0.89806 -0.40311
H -2.40276 1.85209 0.53241
H -4.08795 1.37444 0.27586
H -2.74778 0.44706 -2.01016
H -3.76986 1.86944 -1.85509
H 0.52542 1.13794 -1.31462
H -0.20969 -0.21435 -2.13092
H 1.08876 0.99629 -4.25934
H 1.75992 -0.25515 -3.25404
H 2.15114 1.38143 -2.87112
H -3.31064 -0.12495 2.45768
H -4.44970 -2.14742 2.74767
H -2.89816 -2.57236 2.12440
H -4.02956 -2.73640 -0.20719
H -6.17610 -2.30065 -0.55247
H -6.69172 -2.99067 0.93119
H -6.15579 -1.28069 0.85563
H -3.56968 -4.56904 1.45922
H -5.33512 -4.53189 1.79803
H -4.67999 -4.82921 0.16739
Be -2.82345 0.89647 3.56199
```

**Relative energy (zero: lowest compared OMol25 entry of this formula, charge and spin)**: 0.0 kJ/mol
**E**: -61952.3965 eV
**HOMO-LUMO gap**: 2.03 eV
**2S+1**: 1
**Net charge**: +2

=====

| no. | highest occupied orbital energy (eV) |
| --- | --- |
| 1 | -7.9 |
| 2 | -13.1 |